1.
DFT (ωB97M-V with the def2-TZVPD basis set) results for a 2-piece molecular cluster, C5H16N2O3PS overall.

Last columns: bonded neighbours and bond lengths (Å).
Element x y z (Å)
1 C 0.65431 -0.16962 2.34846  C2 1.642, H9 1.193, H10 1.181, H11 1.179
2 C -0.32591 -0.88520 1.24264  C1 1.642, N3 1.400, C4 1.661
3 N 0.09204 -0.90989 -0.09325  C2 1.400, H12 1.063
4 C -1.78675 -1.59805 1.58319  C2 1.661, N5 1.532, H13 1.180, H14 1.194
5 N -2.85995 -0.62577 1.08379  C4 1.532, O6 1.370, P7 1.784, H15 1.060
6 O -2.35015 0.64056 0.96449  N5 1.370, H16 1.017
7 P -4.27654 -0.48739 2.15929  N5 1.784, O8 1.609, H17 1.467, H18 1.441
8 O -5.57205 -0.35960 1.21407  P7 1.609
9 H 1.57964 0.31896 1.77593  C1 1.193
10 H 1.12446 -0.98898 3.05680  C1 1.181
11 H 0.15488 0.71667 2.94491  C1 1.179
12 H -0.69390 -1.41966 -0.59567  N3 1.063
13 H -1.91578 -1.86766 2.72463  C4 1.180
14 H -1.82013 -2.57265 0.89500  C4 1.194
15 H -3.14732 -0.99657 0.13354  N5 1.060
16 H -2.59785 0.89669 0.01231  O6 1.017
17 H -4.14246 0.76890 2.90566  P7 1.467
18 H -4.39605 -1.52591 3.15048  P7 1.441
19 C 3.43017 2.31113 -3.34980  S20 1.809, H23 1.093, H24 1.093, H25 1.092
20 S 3.42045 1.43176 -1.76886  C19 1.809, O21 1.500, C22 1.809
21 O 4.84532 1.12716 -1.41377  S20 1.500
22 C 2.68185 -0.09132 -2.40744  S20 1.809, H26 1.093, H27 1.092, H28 1.093
23 H 3.89016 3.29072 -3.19884  C19 1.093
24 H 4.00871 1.74918 -4.08701  C19 1.093
25 H 2.40400 2.44444 -3.70002  C19 1.092
26 H 3.30650 -0.50521 -3.20255  C22 1.093
27 H 1.68006 0.12002 -2.78826  C22 1.092
28 H 2.61223 -0.81269 -1.58968  C22 1.093

Summary:
- Total charge: +1
- Gap between HOMO and LUMO: 6.154 eV
- Energy relative to the best compared isomer or geometry (same formula, charge and spin): 6.7229 eV

2.
DFT (ωB97M-V with the def2-TZVPD basis set) results for a 4-piece molecular cluster, C5H16N2O4 overall.

Last columns: bonded neighbours and bond lengths (Å).
Element x y z (Å)
1 H 2.79908 1.05845 -2.33911  N2 1.016
2 N 1.95417 1.57653 -2.11738  H1 1.016, C3 1.273
3 C 1.42277 1.42072 -0.97088  N2 1.273, N4 1.374, H10 1.084
4 N 1.89337 0.60831 0.03233  C3 1.374, C5 1.470, H11 1.010
5 C 1.01436 0.20685 1.14056  N4 1.470, C6 1.534, H12 1.086, H13 1.093
6 C 0.38011 -1.16919 0.90411  C5 1.534, C7 1.541, H14 1.096, H15 1.096
7 C -0.68367 -1.18273 -0.21064  C6 1.541, C8 1.507, H16 1.093, H17 1.090
8 C -2.09623 -1.14476 0.31348  C7 1.507, O9 1.214, H18 1.107
9 O -2.95153 -0.44220 -0.18534  C8 1.214
10 H 0.50253 1.95054 -0.75350  C3 1.084
11 H 2.61259 -0.07373 -0.15968  N4 1.010
12 H 0.24105 0.95667 1.28117  C5 1.086
13 H 1.62280 0.19813 2.04859  C5 1.093
14 H 1.17069 -1.87716 0.62899  C6 1.096
15 H -0.04986 -1.48458 1.86125  C6 1.096
16 H -0.62057 -2.12036 -0.76811  C7 1.093
17 H -0.50463 -0.36246 -0.90562  C7 1.090
18 H -2.37810 -1.85516 1.11441  C8 1.107
19 O -2.10232 0.49948 2.27510  H20 0.981, H21 0.967
20 H -1.87414 1.21140 1.64066  O19 0.981
21 H -3.04208 0.63201 2.46167  O19 0.967
22 O 2.59708 -1.89703 -2.02323  H23 0.974, H24 0.964
23 H 2.45200 -2.25229 -2.91841  O22 0.974
24 H 2.27511 -0.99144 -2.09606  O22 0.964
25 O -1.87575 2.16319 0.11419  H26 0.983, H27 0.962
26 H -2.34387 1.42466 -0.33430  O25 0.983
27 H -2.41497 2.94613 -0.03424  O25 0.962

Summary:
- Gap between HOMO and LUMO: 9.538 eV
- Energy relative to the best compared isomer or geometry (same formula, charge and spin): 0.4846 eV
- SMILES string: [H]/N=C\NCCCC=O.O.O.O

3.
DFT (ωB97M-V with the def2-TZVPD basis set) results for C5H16N2Si2 in the gas phase.

Last columns: bonded neighbours and bond lengths (Å).
Element x y z (Å)
1 C -2.50518 -0.00569 0.48082  C5 1.523, H10 1.080, H11 1.110, H12 1.033
2 C -1.96433 1.31390 -1.72618  C5 1.560, H13 1.154, H14 1.038, H15 1.156
3 C 0.55291 -2.37196 1.64192  Si8 1.971, H16 1.060, H17 1.020, H18 1.085
4 C 2.23399 1.43925 0.84099  Si9 1.911, H19 1.084, H20 1.147, H21 1.104
5 C -1.48570 0.76627 -0.34663  C1 1.523, C2 1.560, N7 1.534, H22 1.128
6 N 2.79763 -0.80562 -1.04218  Si9 1.638, H23 0.971
7 N -0.21408 -0.07556 -0.51125  C5 1.534, Si8 1.687, Si9 2.230
8 Si 0.32406 -1.63852 -0.17345  C3 1.971, N7 1.687, Si9 2.774, H24 1.454
9 Si 1.90449 0.54845 -0.81730  C4 1.911, N6 1.638, N7 2.230, Si8 2.774, H25 1.497
10 H -2.77182 -1.01580 0.20865  C1 1.080
11 H -2.20780 0.01239 1.55016  C1 1.110
12 H -3.30017 0.63052 0.65273  C1 1.033
13 H -2.42098 0.46893 -2.36594  C2 1.154
14 H -1.16631 1.76554 -2.21256  C2 1.038
15 H -2.68502 2.17558 -1.45214  C2 1.156
16 H 0.74170 -3.41479 1.67281  C3 1.060
17 H 1.27271 -1.80556 2.09001  C3 1.020
18 H -0.34058 -2.11651 2.20280  C3 1.085
19 H 1.67768 1.02668 1.67425  C4 1.084
20 H 3.34419 1.44924 1.13072  C4 1.147
21 H 2.09755 2.51922 0.65708  C4 1.104
22 H -1.15710 1.56307 0.38062  C5 1.128
23 H 3.15951 -1.15235 -1.87410  N6 0.971
24 H 0.82309 -2.80091 -0.89024  Si8 1.454
25 H 1.28954 1.52423 -1.77156  Si9 1.497

Summary:
- Gap between HOMO and LUMO: 8.551 eV
- Energy relative to the best compared isomer or geometry (same formula, charge and spin): 2.8841 eV

Computed values of calculated total energy (unit: Ha) for the preceding records, in sequence: -1274.37972, -610.56745, -888.51455.